[1]
{"formula": "C32H64BClF10N4O12Sb", "method": "ωB97M-V/def2-TZVPD", "symbols": ["C", "O", "B", "O", "Sb", "C", "C", "C", "C", "F", "F", "C", "F", "F", "F", "C", "C", "O", "C", "C", "F", "F", "F", "C", "C", "O", "Cl", "N", "C", "O", "F", "C", "O", "F", "H", "H", "H", "H", "H", "H", "H", "H", "H", "H", "H", "H", "H", "H", "H", "H", "H", "H", "H", "C", "O", "C", "C", "N", "C", "C", "O", "C", "H", "H", "H", "H", "H", "H", "H", "H", "H", "H", "H", "H", "H", "H", "H", "C", "O", "C", "C", "N", "C", "C", "O", "C", "H", "H", "H", "H", "H", "H", "H", "H", "H", "H", "H", "H", "H", "H", "H", "C", "O", "C", "C", "N", "C", "C", "O", "C", "H", "H", "H", "H", "H", "H", "H", "H", "H", "H", "H", "H", "H", "H", "H"], "coordinates": [[5.2511, 0.4013, -0.6309], [3.8968, -0.1008, -0.7147], [2.9329, 0.8826, -0.1919], [2.4914, 1.8850, -1.1309], [2.2515, 0.6418, 1.9280], [0.2439, 1.3919, 1.3929], [0.1425, 2.9618, 1.0726], [0.0087, 3.9038, 2.3802], [-0.7490, 5.2955, 2.0223], [0.0167, 6.3624, 2.6449], [-0.7713, 5.5942, 0.6325], [-2.1945, 5.3416, 2.7292], [-2.8761, 6.5550, 2.4620], [-1.9555, 5.2758, 4.1423], [-2.9205, 4.1930, 2.3207], [1.5278, -1.4072, 1.3145], [-0.0116, -1.6779, 1.6849], [-0.9482, -1.5984, 0.5666], [-2.2636, -1.9400, 1.0959], [-3.3553, -0.7830, 0.9259], [-3.9314, -0.7117, -0.3907], [-2.9234, 0.5094, 1.3098], [-4.4398, -1.1132, 1.8249], [1.6548, 0.0747, 4.0047], [0.5746, 1.0268, 4.6810], [-0.6293, 0.6121, 4.7007], [0.8915, 2.6337, 5.4836], [2.9674, 2.5373, 2.5422], [3.7909, 3.2086, 1.5421], [3.4466, 4.1161, 0.7697], [5.1830, 2.8215, 1.4978], [3.8180, 2.4865, 3.7478], [3.8487, 3.5054, 4.4923], [4.6704, 1.4169, 4.1282], [5.2816, 1.5307, -0.8922], [5.5884, 0.3522, 0.4796], [6.0193, -0.2124, -1.2141], [2.0662, 1.3934, -1.8736], [3.8124, -0.0905, 2.2639], [-0.5891, 1.1450, 2.1370], [-0.0482, 0.8506, 0.4089], [0.9491, 3.3746, 0.3807], [-0.8588, 3.1039, 0.5011], [-0.6409, 3.3732, 3.1598], [1.0059, 4.2055, 2.8421], [1.6226, -1.5524, 0.1683], [2.1718, -2.1548, 1.8969], [-0.4229, -1.0433, 2.5466], [-0.0641, -2.7785, 2.0608], [-2.2428, -2.2217, 2.2066], [-2.6321, -2.8654, 0.5283], [1.2184, -0.9951, 4.0793], [2.5642, 0.0573, 4.7265], [-6.8394, -0.1077, 7.1183], [-5.7598, -0.0153, 8.0359], [-5.6967, -1.1111, 8.9506], [-4.4910, -2.0021, 8.6475], [-4.6805, -2.7466, 7.4021], [-3.4660, -3.4093, 6.9176], [-2.2707, -2.5202, 6.5366], [-2.4909, -1.7108, 5.3881], [-3.1760, -0.4922, 5.6429], [-6.9153, 0.8449, 6.5897], [-6.6578, -0.8918, 6.3778], [-7.7855, -0.2952, 7.6360], [-6.6296, -1.6863, 8.9697], [-5.5606, -0.6736, 9.9443], [-4.3497, -2.7082, 9.4717], [-3.6091, -1.3559, 8.5936], [-5.0035, -2.1111, 6.6820], [-3.7585, -3.9732, 6.0250], [-3.1439, -4.1453, 7.6620], [-1.4450, -3.1882, 6.2745], [-1.9098, -1.9147, 7.3768], [-2.9446, -0.0790, 6.6271], [-4.2514, -0.6392, 5.5261], [-2.8671, 0.2306, 4.8857], [-4.9371, -1.6389, -6.3853], [-4.7952, -2.3145, -5.1448], [-4.2914, -3.6453, -5.2777], [-2.8648, -3.7423, -4.7349], [-1.9171, -3.0444, -5.6048], [-0.5870, -2.8708, -5.0126], [-0.4788, -2.0204, -3.7362], [-0.7574, -0.6384, -3.9318], [-2.1342, -0.3030, -3.9052], [-5.4899, -0.7146, -6.2047], [-3.9605, -1.3733, -6.8005], [-5.4964, -2.2443, -7.1055], [-4.3569, -4.0096, -6.3093], [-4.9373, -4.2803, -4.6639], [-2.5788, -4.7960, -4.6621], [-2.8662, -3.3161, -3.7266], [-2.2863, -2.1281, -5.8293], [0.0323, -2.3962, -5.7817], [-0.1520, -3.8580, -4.8246], [0.5626, -2.0676, -3.4060], [-1.0727, -2.4250, -2.9080], [-2.7045, -0.9365, -3.2223], [-2.5499, -0.3457, -4.9133], [-2.2200, 0.7328, -3.5667], [7.3018, 2.5385, -6.8559], [6.0812, 2.2893, -7.5377], [6.0549, 1.0296, -8.2123], [5.0938, 0.0627, -7.5189], [5.6213, -0.3743, -6.2259], [4.6426, -1.0840, -5.3961], [3.3937, -0.3092, -4.9449], [3.6582, 0.7428, -4.0257], [4.0661, 1.9652, -4.6199], [7.2996, 3.5810, -6.5306], [7.3899, 1.9071, -5.9673], [8.1629, 2.3804, -7.5128], [7.0566, 0.5974, -8.3176], [5.6761, 1.2289, -9.2193], [4.9390, -0.8112, -8.1591], [4.1349, 0.5780, -7.4029], [5.9467, 0.4348, -5.7102], [5.1777, -1.4047, -4.4958], [4.3314, -1.9953, -5.9176], [2.7546, -1.0152, -4.4073], [2.7945, 0.0532, -5.7893], [3.6051, 2.1307, -5.5966], [5.1541, 1.9995, -4.6939], [3.7645, 2.7781, -3.9540]], "atomic_forces_ev_per_a": [[0.6, 0.9, 1.5], [-0.5, 1.3, 0.6], [1.5, 0.5, -2.8], [-0.5, -2.2, 0.9], [-1.3, -3.1, -1.9], [-1.3, 1.3, -0.6], [-1.2, 0.5, 0.0], [-0.6, 0.3, -0.7], [1.8, 0.2, 0.6], [-1.8, -1.7, -1.3], [-0.5, -0.5, 2.9], [0.4, 0.2, 0.4], [1.1, -3.2, 0.6], [-1.1, 0.1, -3.5], [1.2, 3.1, 1.2], [-1.3, -0.6, -0.6], [0.9, -1.3, 1.2], [-1.2, -0.1, 1.5], [0.0, -0.2, -0.6], [-1.1, 0.5, 0.6], [1.5, 0.0, 3.2], [-1.0, -3.1, -1.2], [2.2, 0.8, -2.2], [-0.2, 0.8, 3.7], [-4.1, -3.7, -0.5], [4.9, 2.4, 0.0], [0.2, -1.3, -0.7], [4.6, 1.1, 0.7], [-1.0, 2.8, -1.6], [1.3, -3.9, 3.0], [-2.4, 0.3, 0.5], [0.4, 4.8, 3.0], [0.2, -4.8, -2.9], [-2.1, 1.6, -1.3], [0.2, -1.9, 0.0], [-0.5, 0.0, -1.7], [-1.5, 0.8, 0.4], [0.9, 0.6, 0.2], [-0.1, 0.2, 0.2], [1.2, 0.3, -0.9], [0.7, 0.7, 1.6], [-0.9, -0.8, 1.0], [1.6, -0.2, 0.8], [1.0, 0.8, -1.0], [-1.4, -0.5, -0.7], [0.1, 0.0, 1.9], [-0.9, 0.9, -1.1], [0.7, -0.6, -1.2], [0.0, 1.6, -0.5], [0.0, 0.7, -1.5], [0.2, 1.4, 0.7], [0.5, 1.9, -0.4], [-1.2, 0.3, -1.4], [0.3, 0.2, 0.0], [-0.5, -0.3, 0.0], [0.6, 0.1, 0.1], [-0.4, 0.1, -0.4], [0.2, 0.0, 0.2], [-0.2, 0.2, -0.3], [0.0, -0.2, -0.3], [0.0, -0.2, 0.5], [0.0, 0.0, -0.6], [0.1, -0.1, 0.1], [-0.2, -0.1, 0.0], [0.0, -0.1, 0.0], [0.1, 0.0, -0.2], [0.0, 0.0, 0.0], [0.0, 0.0, 0.0], [0.0, 0.1, 0.2], [0.1, 0.0, 0.1], [0.1, 0.0, 0.0], [0.0, 0.1, 0.1], [0.0, 0.0, 0.0], [-0.1, 0.1, 0.0], [0.0, -0.1, 0.0], [-0.2, 0.1, 0.2], [0.1, -0.2, 0.2], [0.0, 0.1, 0.4], [0.0, -0.1, -0.6], [0.2, 0.0, 0.6], [-0.2, 0.4, -0.4], [0.0, -0.2, 0.2], [-0.1, 0.4, -0.1], [0.3, 0.0, -0.1], [-0.1, -0.4, 0.1], [0.2, 0.4, 0.0], [0.0, -0.1, 0.1], [0.0, 0.0, -0.2], [0.1, 0.0, 0.0], [0.1, 0.2, 0.0], [0.0, 0.0, 0.0], [0.0, 0.0, 0.0], [-0.1, -0.1, 0.1], [0.0, -0.1, 0.1], [0.0, 0.0, 0.1], [-0.1, 0.0, 0.1], [0.0, 0.0, 0.0], [-0.1, 0.1, -0.1], [0.0, -0.1, -0.1], [-0.3, -0.1, 0.0], [0.1, -0.1, 0.0], [-0.3, 0.2, 0.0], [0.5, -0.2, 0.0], [-0.6, 0.0, 0.0], [0.5, 0.3, 0.3], [-0.2, 0.0, -0.2], [0.2, 0.3, 0.2], [0.1, -0.2, 0.2], [-0.2, -0.1, -0.5], [-0.1, 0.0, 0.5], [-0.1, -0.1, -0.1], [0.2, 0.0, 0.0], [0.0, 0.0, 0.1], [0.0, 0.0, 0.2], [0.0, 0.0, 0.0], [0.0, 0.0, 0.0], [-0.1, 0.0, -0.2], [0.0, -0.1, -0.1], [-0.2, 0.0, 0.0], [-0.1, 0.1, -0.1], [0.0, 0.0, 0.0], [0.1, 0.1, 0.0], [0.1, -0.1, -0.1], [0.1, 0.1, -0.2], [0.0, -0.1, 0.0]], "lowdin_charge": [-0.13, -0.14, -0.61, 0.04, 1.31, -0.29, -0.22, -0.09, -0.27, 0.01, 0.05, -0.32, 0.08, 0.07, 0.09, -0.29, -0.30, -0.18, -0.09, -0.33, 0.04, 0.08, 0.02, -0.27, -0.73, -0.10, 0.64, -0.07, -0.43, 0.11, 0.02, -0.45, 0.05, 0.01, 0.10, 0.09, 0.09, 0.11, 0.00, 0.05, 0.08, 0.10, 0.12, 0.09, 0.11, 0.07, 0.06, 0.10, 0.12, 0.14, 0.15, 0.08, 0.07, -0.11, -0.19, -0.21, -0.21, -0.06, -0.20, -0.22, -0.19, -0.10, 0.09, 0.07, 0.08, 0.12, 0.12, 0.12, 0.10, 0.06, 0.12, 0.11, 0.12, 0.11, 0.09, 0.07, 0.07, -0.12, -0.19, -0.21, -0.21, -0.06, -0.20, -0.22, -0.18, -0.09, 0.09, 0.07, 0.08, 0.12, 0.12, 0.12, 0.10, 0.06, 0.11, 0.12, 0.11, 0.11, 0.08, 0.07, 0.09, -0.11, -0.20, -0.21, -0.21, -0.05, -0.19, -0.21, -0.18, -0.09, 0.09, 0.08, 0.08, 0.12, 0.12, 0.12, 0.10, 0.06, 0.12, 0.11, 0.11, 0.11, 0.09, 0.07, 0.09], "e_tot_ha": -4103.2863, "largest_force_ha_per_bohr": 0.11017, "total_charge": -1, "e_homo_ev": -4.92}

---

[2]
{"formula": "C32H64BrINO15P2", "method": "ωB97M-V/def2-TZVPD", "symbols": ["C", "C", "C", "P", "O", "Br", "O", "P", "I", "C", "N", "C", "C", "C", "C", "O", "C", "C", "C", "C", "O", "O", "H", "H", "H", "H", "H", "H", "H", "H", "H", "H", "H", "H", "H", "H", "H", "H", "H", "H", "H", "H", "H", "H", "H", "H", "O", "C", "O", "C", "C", "C", "H", "H", "H", "H", "H", "H", "H", "H", "O", "C", "O", "C", "C", "C", "H", "H", "H", "H", "H", "H", "H", "H", "O", "C", "O", "C", "C", "C", "H", "H", "H", "H", "H", "H", "H", "H", "O", "C", "O", "C", "C", "C", "H", "H", "H", "H", "H", "H", "H", "H", "O", "C", "O", "C", "C", "C", "H", "H", "H", "H", "H", "H", "H", "H"], "coordinates": [[1.9618, -3.0933, -3.4129], [1.1446, -2.4124, -2.6431], [1.4717, -1.3752, -1.6151], [2.4011, -1.9411, -0.0882], [1.3423, -3.0424, 0.4218], [4.0849, -3.2630, -0.8598], [0.2316, -1.0335, -1.0205], [0.0838, 0.6597, -0.6406], [-0.0515, 3.2956, -0.3103], [-1.4701, 0.7801, -1.7327], [-1.2649, 0.9160, -3.1818], [-0.9689, 0.2910, 0.8827], [-0.7480, 1.0184, 2.2065], [0.7110, 1.2746, 2.5890], [-1.3327, 0.1239, 3.2941], [1.1453, 0.9638, -2.0237], [2.0835, -0.0380, -2.1304], [2.6554, -0.0667, -3.5310], [3.1652, 1.3246, -3.9143], [4.6305, 1.5025, -3.7794], [5.3251, 2.1582, -4.5205], [5.1776, 0.8385, -2.6888], [3.0315, -3.0046, -3.3697], [1.5733, -3.7352, -4.1680], [0.0884, -2.6168, -2.7123], [1.4656, -3.0744, 1.3946], [1.3052, 0.6204, 0.0858], [-1.9953, -0.1551, -1.5871], [-2.0646, 1.6076, -1.3557], [-2.0416, 0.4733, -3.6561], [-1.3149, 1.8947, -3.4415], [-0.8434, -0.7725, 1.0740], [-2.0030, 0.4489, 0.5946], [-1.3045, 1.9467, 2.2590], [0.7858, 1.2969, 3.6751], [1.0748, 2.2256, 2.2265], [1.3453, 0.4631, 2.2458], [-0.6328, -0.6962, 3.4368], [-1.4130, 0.6277, 4.2533], [-2.2706, -0.3255, 2.9770], [2.9427, 0.1863, -1.4701], [3.4677, -0.7806, -3.5577], [1.8752, -0.3716, -4.2147], [2.6989, 2.0749, -3.2805], [2.9368, 1.5441, -4.9507], [5.3974, 1.4994, -2.0111], [3.7083, -3.0188, 3.2504], [2.9097, -3.7065, 3.8185], [1.6154, -3.6820, 3.4000], [0.6273, -4.6119, 3.8708], [0.0076, -4.1903, 5.1872], [3.2717, -4.5469, 5.0214], [1.0504, -5.6168, 3.9207], [-0.1267, -4.6242, 3.0847], [0.7493, -4.1555, 5.9869], [-0.7767, -4.8903, 5.4764], [-0.4294, -3.1998, 5.0970], [3.2348, -3.9133, 5.9064], [4.2906, -4.8977, 4.8838], [2.6298, -5.4104, 5.1763], [-4.1077, 3.0138, 1.7530], [-3.8943, 4.1301, 2.1425], [-2.6296, 4.5583, 2.2651], [-2.2723, 5.9117, 2.5444], [-2.2897, 6.2127, 4.0295], [-5.0284, 5.0418, 2.5773], [-2.8982, 6.6006, 1.9747], [-1.2629, 6.0075, 2.1487], [-3.2883, 6.1046, 4.4555], [-1.9475, 7.2322, 4.2106], [-1.6295, 5.5229, 4.5548], [-5.2833, 4.8045, 3.6095], [-5.8881, 4.8289, 1.9474], [-4.8059, 6.1031, 2.5026], [2.6646, -4.7503, -5.7649], [2.9278, -5.9143, -5.8583], [3.2725, -6.5826, -4.7344], [3.4456, -7.9964, -4.6907], [4.8402, -8.4176, -5.1076], [2.9589, -6.6291, -7.1943], [2.6729, -8.4983, -5.2764], [3.2725, -8.2578, -3.6482], [5.0480, -8.1508, -6.1440], [4.9587, -9.4965, -5.0004], [5.5803, -7.9197, -4.4823], [3.9282, -6.4485, -7.6570], [2.1873, -6.1925, -7.8220], [2.7868, -7.7012, -7.1388], [0.0899, 7.4646, -0.2403], [0.4513, 7.5241, -1.3817], [0.9195, 8.7300, -1.8226], [1.5364, 8.8873, -3.0986], [0.5259, 9.1098, -4.2061], [0.3415, 6.3719, -2.3498], [2.1965, 8.0467, -3.3138], [2.1690, 9.7679, -2.9896], [-0.1302, 8.2484, -4.3246], [1.0342, 9.2880, -5.1546], [-0.0971, 9.9739, -3.9746], [-0.6729, 6.3549, -2.7478], [0.5151, 5.4279, -1.8259], [1.0466, 6.4224, -3.1761], [-4.3371, -0.3275, 6.1624], [-5.1271, -0.8628, 5.4383], [-5.1035, -2.2120, 5.3272], [-6.1058, -2.9433, 4.6193], [-5.8150, -3.0242, 3.1346], [-6.0869, -0.0549, 4.5894], [-7.0962, -2.5329, 4.8225], [-6.0789, -3.9383, 5.0614], [-5.8165, -2.0392, 2.6693], [-6.5629, -3.6410, 2.6352], [-4.8319, -3.4632, 2.9691], [-5.5684, 0.2510, 3.6807], [-6.3576, 0.8341, 5.1517], [-7.0029, -0.5749, 4.3204]], "atomic_forces_ev_per_a": [[0.3, 0.1, -0.2], [-0.1, 0.1, 0.4], [-0.9, -0.3, -0.2], [0.2, 0.9, 0.0], [-0.1, -0.6, 1.0], [0.2, -0.1, -0.1], [0.2, 0.3, 0.3], [0.1, -1.5, -1.0], [0.1, 0.6, 0.1], [0.3, 0.5, -0.6], [-0.3, 0.0, -0.1], [0.1, 0.7, -0.2], [0.1, -0.3, 0.6], [-0.3, 0.0, 0.2], [0.3, -0.3, -0.1], [-0.6, 0.2, 0.1], [1.0, -0.1, 0.4], [-0.2, 0.4, 0.3], [0.1, -0.5, -0.5], [0.9, 0.4, -0.2], [-0.4, -0.4, 0.6], [-0.2, 0.5, 0.2], [0.2, 0.1, -0.1], [-0.2, -0.5, -0.2], [-0.3, 0.2, 0.0], [-0.2, -0.2, -0.5], [-0.1, 0.5, 0.4], [-0.1, -0.3, 0.3], [-0.2, -0.1, 0.3], [-0.1, 0.0, -0.1], [0.3, 0.0, 0.0], [0.2, -0.3, -0.2], [-0.3, -0.1, 0.0], [0.0, 0.3, -0.4], [0.1, 0.1, 0.2], [0.2, 0.1, -0.3], [0.2, -0.1, -0.1], [0.1, -0.4, 0.1], [-0.3, 0.1, 0.1], [-0.3, 0.1, 0.2], [0.0, 0.0, 0.1], [0.1, -0.3, -0.2], [-0.1, -0.1, -0.2], [-0.2, 0.2, 0.1], [-0.2, 0.2, -0.1], [0.2, -0.3, -0.3], [-0.2, -0.1, 0.1], [0.0, 0.1, 0.0], [0.1, 0.0, -0.1], [-0.1, -0.1, 0.0], [0.2, 0.1, 0.0], [0.0, -0.2, -0.2], [0.0, 0.0, 0.0], [0.0, 0.1, 0.0], [0.0, 0.0, 0.0], [0.0, 0.0, 0.0], [-0.1, 0.1, 0.0], [0.0, 0.0, 0.0], [0.1, 0.1, 0.0], [0.0, 0.1, 0.0], [0.0, 0.0, 0.1], [0.0, 0.1, 0.2], [-0.1, -0.3, -0.1], [0.1, 0.2, 0.0], [-0.1, -0.1, 0.0], [0.0, 0.1, -0.3], [0.0, 0.0, 0.0], [0.0, 0.0, -0.1], [0.0, 0.0, 0.0], [0.0, 0.0, 0.0], [0.0, 0.0, 0.0], [0.0, 0.0, 0.0], [0.0, -0.1, 0.0], [0.0, 0.0, 0.1], [0.1, -0.2, -0.4], [0.2, 0.0, 0.0], [-0.1, 0.0, 0.0], [0.0, -0.1, 0.0], [0.0, 0.1, 0.0], [-0.3, -0.1, 0.1], [0.0, 0.0, 0.0], [0.0, 0.0, 0.0], [0.0, 0.0, 0.0], [0.0, 0.0, 0.0], [0.0, 0.0, 0.0], [0.0, 0.0, 0.0], [0.1, 0.1, 0.0], [0.1, 0.0, 0.0], [0.0, 0.0, 0.0], [-0.1, 0.0, 0.0], [0.1, -0.1, 0.0], [0.0, 0.0, -0.1], [-0.1, 0.0, 0.1], [0.4, 0.0, 0.0], [0.0, 0.0, 0.0], [0.0, 0.0, 0.0], [0.0, 0.0, 0.0], [0.0, 0.0, 0.0], [0.0, 0.0, 0.0], [0.0, 0.0, 0.0], [-0.2, 0.2, 0.0], [-0.1, 0.1, -0.1], [0.0, -0.1, 0.1], [0.0, 0.3, -0.3], [0.0, 0.0, 0.2], [0.0, 0.0, -0.1], [0.1, 0.1, 0.0], [-0.2, -0.2, 0.2], [0.0, 0.0, 0.0], [0.0, 0.0, 0.0], [0.0, 0.0, 0.0], [0.0, 0.0, 0.0], [0.0, 0.0, 0.0], [0.0, 0.0, 0.0], [0.1, 0.1, 0.0], [0.1, 0.0, -0.1]], "lowdin_charge": [-0.03, -0.13, -0.61, 0.65, -0.35, 0.24, -0.33, 0.45, 0.57, -0.41, -0.03, -0.30, -0.50, -0.12, -0.10, -0.37, -0.43, -0.12, -0.09, -0.49, 0.09, 0.05, 0.01, 0.03, 0.11, 0.01, 0.02, 0.07, 0.01, 0.05, 0.05, 0.08, 0.07, 0.08, 0.06, 0.01, 0.06, 0.06, 0.07, 0.07, 0.11, 0.11, 0.12, 0.13, 0.12, 0.12, 0.11, -0.51, -0.04, -0.23, -0.06, 0.01, 0.11, 0.13, 0.07, 0.08, 0.08, 0.10, 0.09, 0.07, 0.10, -0.53, -0.03, -0.23, -0.06, 0.01, 0.11, 0.12, 0.06, 0.08, 0.08, 0.09, 0.08, 0.06, 0.11, -0.51, 0.01, -0.24, -0.07, 0.01, 0.11, 0.12, 0.07, 0.08, 0.08, 0.09, 0.09, 0.07, 0.09, -0.51, -0.02, -0.25, -0.07, -0.03, 0.11, 0.12, 0.07, 0.08, 0.08, 0.10, -0.07, 0.07, 0.11, -0.52, -0.01, -0.25, -0.06, 0.02, 0.11, 0.12, 0.07, 0.08, 0.08, 0.10, 0.09, 0.07], "e_tot_ha": -5995.5683, "largest_force_ha_per_bohr": 0.03531, "total_charge": -1, "e_homo_ev": -4.44}

---

no.,Kohn-Sham gap (eV)
1,7.153
2,6.557